(1)
Below is C6H11NO in the gas phase, with properties calculated with ωB97M-V/def2-TZVPD.

- ΔE to the lowest compared entry with this formula, charge and spin (eV) = 4.550
- E_HOMO (hartree) = -0.295
- E (Ha) = -365.0642
- SMILES = O[C@H]1CN[C@H]2C[C@@H]2C1
- gap between HOMO and LUMO (eV) = 8.92

```
19
Properties=species:S:1:pos:R:3:forces:R:3
C 1.4356 -0.2464 0.2901 0.357 0.399 -0.243
C 1.1408 1.3850 0.3004 -2.745 -3.856 1.814
C -1.0204 0.6735 0.0097 -1.207 -0.135 -0.554
C -2.1876 -0.2477 -0.3572 -0.626 0.943 3.304
C -0.8235 -0.8106 -0.3001 1.043 1.036 -1.184
C 0.2244 -1.1963 0.6948 -0.610 0.030 1.224
H 1.2311 -1.0771 -1.5980 2.677 1.472 2.572
H 2.2256 -0.2808 1.0493 0.116 -0.576 -0.269
H 0.9192 1.4154 1.4484 0.552 1.052 -1.924
H 1.9418 1.9534 -0.0772 1.199 0.514 -0.007
H 0.1199 1.6578 -1.4574 -0.453 -0.034 1.072
H -1.2568 0.7439 1.1034 1.299 0.499 -0.954
H -2.7884 -0.3503 0.5841 -0.050 -0.069 -1.353
H -2.7133 -0.2688 -1.2544 -0.672 -0.175 -1.447
H -0.5938 -1.1353 -1.3692 0.182 0.867 1.280
H -0.1290 -0.9549 1.7738 0.666 -0.638 -1.739
H 0.3722 -2.2749 0.5463 1.077 0.214 0.680
N -0.0972 1.7268 -0.4390 -0.343 -0.635 -0.441
O 1.9993 -0.7127 -0.9480 -2.464 -0.908 -1.831
```
Forces are in eV/Å.

***

(2)
Below is a molecular structure, C6H11NO, with properties calculated with ωB97M-V/def2-TZVPD.

- ΔE to the lowest compared entry with this formula, charge and spin (eV) = 5.848
- E_HOMO (hartree) = -0.291
- E (Ha) = -365.0165
- gap between HOMO and LUMO (eV) = 8.70

```
19
Properties=species:S:1:pos:R:3:forces:R:3
C 0.1431 2.1295 0.6289 -0.154 0.028 0.068
C 1.1864 -1.6136 -0.8259 0.384 0.086 -0.110
C 0.5337 0.7868 0.1866 4.890 0.906 -0.819
C 0.6249 -0.3846 -0.2543 -5.692 -0.146 0.937
C -1.1212 -0.3762 0.0945 1.305 -2.063 -0.334
N -1.9104 -0.0138 -0.9716 -0.076 0.084 -0.302
C -1.5145 -0.9535 1.2322 -0.012 0.119 -0.096
O 2.4451 0.9639 -0.2989 -0.481 0.760 0.469
H 3.0159 0.5561 0.3659 -0.201 0.201 0.108
H -2.8166 -0.4580 -1.0476 0.106 0.131 0.044
H -1.4409 0.1136 -1.8562 -0.050 -0.064 0.122
H 0.3593 2.2539 1.6921 -0.001 -0.051 -0.098
H 0.7491 2.8400 0.0665 -0.020 -0.106 0.029
H -0.9157 2.3291 0.4548 0.036 -0.146 -0.008
H 2.0662 -1.3331 -1.4044 -0.060 -0.084 -0.017
H 1.4937 -2.2956 -0.0303 -0.055 0.057 -0.017
H 0.4464 -2.1243 -1.4477 0.098 0.109 0.065
H -0.8088 -1.1292 2.0323 0.036 -0.092 -0.130
H -2.5357 -1.2912 1.3828 -0.054 0.273 0.090
```
Forces are in eV/Å.

***

(3)
Below is C6H11NO2 in the gas phase, with properties calculated with ωB97M-V/def2-TZVPD.

- ΔE to the lowest compared entry with this formula, charge and spin (eV) = 4.958
- E_HOMO (spin up / spin down) (hartree) = -0.302 / -0.302
- E (Ha) = -440.3050
- gap between HOMO and LUMO (spin up / spin down) (eV) = 7.43 / 7.43

```
20
Properties=species:S:1:pos:R:3:forces:R:3
C 0.3840 -1.2525 -1.4806 -0.166 0.419 -0.069
C 0.8234 -0.3498 0.8632 0.273 -2.335 -0.866
N 0.7483 -0.6905 2.2340 0.042 0.245 0.029
C -0.0580 -0.9368 -0.0964 1.796 -0.098 1.313
O 2.1493 -0.2324 0.4042 -0.356 0.395 0.032
H 2.6832 -0.0527 1.1875 -0.061 -0.023 -0.007
H 0.3958 0.0945 2.7808 -0.144 0.053 -0.072
H 0.2430 -1.5405 2.4368 -0.016 0.115 -0.081
H -0.9255 -1.4566 0.2883 -0.194 0.357 0.015
H 1.1069 -0.5273 -1.8479 0.029 0.019 0.065
H 0.8956 -2.2206 -1.4537 -0.041 -0.008 0.054
H -0.4583 -1.2887 -2.1706 0.042 -0.138 0.054
C -0.0647 1.2311 0.6596 -2.594 0.648 -1.298
C -1.3246 0.8567 -0.2772 0.256 1.758 0.291
C -1.5060 1.3327 -1.5171 0.085 -0.344 0.401
O -0.4185 1.6984 1.7702 0.583 -0.475 -0.095
H 0.6688 1.7308 0.0064 0.432 -0.448 0.210
H -2.1849 0.5550 0.3105 -0.015 -0.131 0.027
H -0.6783 1.7073 -2.1076 0.033 0.213 0.064
H -2.4795 1.3420 -1.9904 0.016 -0.222 -0.065
```
Forces are in eV/Å.

***

(4)
Below is a molecular structure, C6H11NO2, with properties calculated with ωB97M-V/def2-TZVPD.

- ΔE to the lowest compared entry with this formula, charge and spin (eV) = 6.795
- E_HOMO (spin up / spin down) (hartree) = -0.246 / -0.246
- E (Ha) = -440.2375
- gap between HOMO and LUMO (spin up / spin down) (eV) = 7.09 / 7.09

```
20
Properties=species:S:1:pos:R:3:forces:R:3
C 0.8907 -0.5890 0.8102 -0.707 -0.478 -0.214
C -0.9473 0.5992 -2.1237 0.349 0.438 0.043
C 1.3165 0.5377 0.0474 -1.194 0.577 -1.002
C -0.7117 -0.6428 0.2647 0.032 -0.728 1.044
N 1.0207 -0.5311 2.2486 0.027 0.123 -0.121
C 1.9425 1.6601 -0.1682 0.144 -0.064 -0.172
C -1.3239 -1.8567 0.0636 0.270 0.358 0.037
O -0.1002 0.1340 -1.0690 1.029 -0.035 0.526
O -1.4930 0.3121 0.9052 0.392 -0.020 -0.100
H -0.9628 1.1103 1.0344 -0.120 -0.070 -0.038
H 1.3383 -1.5058 0.4246 -0.087 0.008 0.021
H 0.4656 -1.2938 2.6341 0.064 0.040 -0.085
H 0.6176 0.3272 2.6111 0.009 -0.042 -0.023
H -0.4247 1.4249 -2.6111 -0.136 0.022 -0.051
H -1.1251 -0.1915 -2.8535 0.055 -0.001 0.129
H -1.8914 0.9455 -1.6977 0.044 -0.002 -0.060
H 1.6242 2.3784 -0.9182 0.018 -0.164 0.048
H 2.8639 1.8774 0.3700 -0.194 -0.065 0.089
H -0.8004 -2.6452 -0.4559 0.072 -0.035 0.104
H -2.2993 -2.0507 0.4831 -0.067 0.137 -0.174
```
Forces are in eV/Å.